Density functional theory data (wB97M-V/def2-TZVPD) for an isolated molecule of C3H5NO at a distorted geometry.

Bonds (Å) are listed after each position.
CARTESIAN COORDINATES (ANGSTROEM)
1 H 0.153 -0.168 1.767  C7 1.213
2 O 1.597 -1.461 -0.094  C8 1.295
3 H -2.256 -0.745 0.148  C4 1.252
4 C -1.415 0.099 -0.236  H3 1.252, C7 1.664, N9 1.433, H10 1.120
5 H 1.164 0.140 -1.249  C8 1.055
6 H -0.668 2.034 -0.691  N9 1.112
7 C -0.049 0.341 0.684  H1 1.213, C4 1.664, C8 1.610, N9 1.567
8 C 1.050 -0.305 -0.299  O2 1.295, H5 1.055, C7 1.610
9 N -1.049 1.428 0.160  C4 1.433, H6 1.112, C7 1.567
10 H -1.342 -0.382 -1.245  C4 1.120

The electronic energy is -247.148391 Ha. As for the HOMO energy: -9.789 eV. Its charge is 0. The molecular weight comes out at 71.08 g mol⁻¹. Its energy relative to the best compared isomer or geometry (same formula, charge and spin) is 417.0 kJ/mol. The SMILES is O=C[C@@H]1CN1. The calculation puts the orbital gap at 10.45 eV.

Results of the Löwdin charge analysis, in e, for atoms 1 through 4:
1 H 0.172
2 O -0.054
3 H 0.156
4 C -0.220